# 1
# C38H54Cl6Ge2INOSi2TeV

C38H54Cl6Ge2INOSi2TeV as an isolated structure in a non-equilibrium geometry (the ωB97M-V functional and the def2-TZVPD basis, the OMol25 dataset).

Structure (XYZ):
```
107
Properties=species:S:1:pos:R:3:forces:R:3:lowdin_charge:R:1
I 1.46353 1.29297 -3.29289 0.09 0.05 0.10 0.738
Te -1.30494 -0.92041 -2.85672 -0.23 0.15 -0.13 1.209
Ge 4.27015 0.97862 1.16865 0.06 0.02 -0.09 0.660
Ge 2.15028 0.74386 2.37012 0.25 -0.17 0.20 0.974
V -0.84286 1.10790 -0.44532 0.33 -0.79 0.53 0.582
Cl -3.40576 1.45069 0.67124 0.21 0.23 0.02 0.751
Cl -2.65568 5.41989 4.27854 0.01 -0.01 0.01 0.685
Cl -4.48786 3.19536 3.04440 0.00 -0.01 0.00 0.690
Cl 1.35458 3.92872 1.00874 -0.06 0.01 -0.05 0.716
Cl 0.20731 5.85747 3.13039 0.04 -0.05 0.07 0.703
Cl -4.39142 2.95629 -4.53396 -0.01 0.02 -0.01 0.706
Si 0.82894 -3.13628 -4.24806 0.00 -0.01 0.01 0.389
Si -4.54289 -2.04652 -2.56136 -0.03 0.04 -0.03 0.394
O -0.81060 -0.41271 0.54722 0.04 0.53 -0.53 -0.389
N -1.49976 2.59105 -1.88507 -0.17 -0.07 -0.03 -0.056
C -0.17490 -2.60094 1.22610 0.00 -0.06 0.02 -0.039
C 0.34463 -2.25297 -2.65443 0.10 -0.06 0.04 -0.568
C 3.02130 2.89517 4.18994 0.10 -0.06 0.00 -0.126
C -2.58904 2.39822 -2.62367 -0.07 0.08 -0.20 -0.197
C 2.11866 -4.42226 -3.79547 -0.03 0.03 -0.03 -0.181
C 2.17426 -1.02125 3.25520 -0.11 -0.01 -0.01 -0.364
C -2.05317 4.39246 3.03779 -0.02 -0.01 -0.01 -0.706
C -2.25490 4.46077 -3.78100 0.00 0.00 -0.01 -0.060
C -0.66894 -3.99080 -4.99018 0.05 0.00 0.03 -0.191
C 0.77922 2.15075 4.54746 -0.03 -0.06 -0.02 -0.144
C -0.78425 3.70714 -2.05731 -0.03 -0.02 -0.02 -0.155
C -0.75798 4.56063 2.54817 -0.08 -0.01 0.02 -0.708
C -5.49865 -3.61123 -2.17460 0.00 0.04 0.01 -0.179
C -2.98777 3.30213 -3.59154 0.05 0.02 0.09 -0.631
C 1.31563 -1.31525 4.31849 0.03 0.08 0.04 -0.129
C 1.97333 2.04922 3.82936 -0.18 0.07 -0.05 -0.380
C -4.85044 -1.52859 -4.33577 0.04 -0.01 0.03 -0.181
C 4.46452 -0.31233 -0.30591 0.00 0.01 0.00 -0.242
C 1.29615 -2.56934 4.90780 0.00 -0.03 0.00 -0.088
C -2.71871 -2.42994 -2.32645 0.01 -0.06 0.02 -0.564
C -1.00372 -1.36759 1.54858 0.00 0.05 0.11 -0.519
C 1.53245 -1.93537 -5.49592 -0.04 0.00 0.05 -0.203
C -1.13667 4.66520 -2.98907 -0.01 -0.04 0.02 -0.024
C 2.14101 -3.56997 4.44658 -0.01 -0.01 0.02 -0.095
C 5.76806 0.67630 2.41131 0.01 -0.03 -0.03 -0.245
C -2.47826 -1.71004 1.71161 -0.03 -0.05 0.05 -0.053
C 2.90082 3.77463 5.25698 0.01 0.01 0.00 -0.089
C -0.27850 3.68338 1.57610 0.23 0.17 -0.04 -0.665
C 1.71838 3.83620 5.97805 -0.03 0.05 0.00 -0.099
C 1.15992 1.13299 -1.14037 -0.12 0.19 -0.09 -0.732
C 0.65216 3.02622 5.61573 -0.02 0.05 0.00 -0.093
C 3.01560 -2.04203 2.81085 0.07 0.02 -0.09 -0.144
C 4.52822 2.74384 0.34815 0.00 0.04 0.06 -0.264
C -2.33872 2.60733 1.49089 -0.26 -0.10 -0.04 -0.626
C -2.86987 3.39969 2.49803 0.05 0.06 -0.01 -0.707
C 3.00686 -3.29940 3.39889 0.02 -0.02 -0.02 -0.089
C -1.04224 2.67440 1.01788 -0.02 -0.24 -0.11 -0.244
C -5.12118 -0.69666 -1.39482 0.00 -0.03 -0.02 -0.183
H 1.78266 1.94506 -0.76725 -0.03 -0.06 0.07 -0.104
H -4.18299 -0.72084 -4.64532 0.00 0.02 0.02 0.010
H -1.04974 -4.78211 -4.34097 -0.01 0.00 0.02 0.032
H 1.62025 4.52641 6.80625 0.01 -0.01 0.01 0.102
H -2.59917 -2.58571 2.35244 0.02 0.01 0.02 0.086
H 3.67805 -4.06747 3.03502 0.00 0.00 0.00 0.102
H 0.04753 -2.97061 -1.88684 -0.02 0.04 0.03 0.005
H -6.21255 -0.64819 -1.40933 -0.02 0.00 0.00 0.041
H -3.16233 1.49702 -2.45193 0.03 0.00 0.00 0.055
H 1.17539 -1.67392 -2.24850 0.02 0.01 -0.02 -0.017
H -4.68967 -2.36580 -5.01828 0.02 -0.01 -0.01 0.034
H -4.81437 -0.89646 -0.36613 0.00 -0.02 0.01 0.010
H 3.70236 -1.86377 1.99039 -0.03 0.02 0.02 0.064
H -4.75961 0.29636 -1.66779 0.03 0.00 -0.02 -0.006
H -2.47288 -3.27018 -2.98065 -0.01 -0.03 0.03 -0.005
H -5.87673 -1.18237 -4.47159 -0.03 -0.01 0.01 0.033
H -2.55670 5.17973 -4.52992 0.00 0.01 -0.01 0.116
H 3.73410 4.41277 5.52367 0.00 0.00 0.00 0.103
H 0.84453 -2.31329 0.96884 -0.01 0.01 0.00 0.072
H 2.41105 -1.42055 -5.10511 0.02 0.00 0.01 0.012
H 0.65760 -0.55012 4.71169 -0.01 0.02 -0.01 0.083
H 3.96061 2.86093 3.64827 -0.02 0.00 -0.03 0.075
H 2.12709 -4.55013 4.90551 0.00 -0.01 0.00 0.100
H 4.17069 -1.32924 -0.04772 -0.01 0.02 0.03 0.004
H 1.82543 -2.46973 -6.40196 0.01 -0.01 -0.03 0.032
H 2.47444 -4.95153 -4.68147 0.00 -0.01 -0.03 0.030
H 0.79957 -1.17564 -5.77492 -0.02 0.01 0.01 0.019
H -0.07518 1.54025 4.27131 0.00 0.01 -0.04 0.095
H -0.53091 5.55322 -3.09436 -0.01 0.01 -0.02 0.119
H -1.47930 -3.28567 -5.18695 0.00 0.03 -0.01 0.015
H -0.39726 -4.45164 -5.94228 0.01 -0.01 -0.02 0.033
H -3.03637 -0.88489 2.15072 0.00 0.01 -0.01 0.051
H 5.51491 -0.32932 -0.60326 0.01 0.00 0.00 0.023
H 5.69092 -0.29259 2.90335 -0.03 -0.03 -0.01 0.011
H 5.58747 2.85580 0.10916 0.01 -0.01 -0.03 0.021
H 3.96047 2.82825 -0.57895 -0.03 -0.01 0.00 0.004
H -0.64015 -0.93936 2.49219 0.00 -0.06 0.01 0.112
H 5.82376 1.44137 3.18432 -0.04 0.04 -0.01 0.007
H -2.51199 -2.73588 -1.29910 0.01 0.02 0.02 -0.004
H 0.62033 -2.76575 5.73069 0.00 0.00 0.01 0.102
H -0.28395 3.08433 6.15732 -0.01 0.00 0.01 0.105
H -0.60838 -3.13998 0.37867 -0.02 0.01 -0.01 0.068
H 2.98445 -3.96157 -3.31622 0.01 0.03 0.01 0.031
H 1.64892 0.19101 -0.89195 -0.05 -0.01 0.03 -0.066
H -5.16602 -4.44856 -2.79006 0.02 -0.01 -0.03 0.031
H 3.87819 0.00495 -1.16845 -0.01 0.02 0.00 -0.011
H -2.91473 -1.93827 0.73645 0.01 -0.02 -0.01 0.054
H -5.38044 -3.89844 -1.12795 0.02 0.00 0.02 0.033
H 4.24387 3.56325 1.00830 0.00 -0.03 0.03 -0.008
H -0.13222 -3.27639 2.08359 0.00 0.00 -0.01 0.083
H 1.71194 -5.16479 -3.10619 -0.01 0.00 0.02 0.030
H -6.56513 -3.46711 -2.35885 -0.02 0.01 0.00 0.032
H 6.69435 0.70177 1.83391 0.03 -0.01 0.02 0.018
H 0.09155 3.81780 -1.43115 -0.01 0.01 0.00 0.078
```
Positions in Å, forces in eV/Å.

The calculation puts the HOMO energy (spin up / spin down) at -6.9 / -8.0 eV. The calculation puts the HOMO-LUMO gap (spin up / spin down) at 6.751 / 7.230 eV. The calculation puts the LUMO energy (spin up / spin down) at -0.0042 / -0.0298 Eh. For the energy above the lowest of the compared OMol25 structures with the same formula, charge and spin, the calculation gives 0.0 kcal per mole. As for the multiplicity: 4.



# 2
# C38H54N3O3PRb

C38H54N3O3PRb as an isolated structure in a non-equilibrium geometry (the ωB97M-V functional and the def2-TZVPD basis, the OMol25 dataset).

Structure (XYZ):
```
100
Properties=species:S:1:pos:R:3:forces:R:3:lowdin_charge:R:1
Rb 2.36372 1.65227 -0.48749 0.15 -0.98 -0.11 1.017
P -2.48501 -1.02028 -0.34583 -0.01 -0.01 0.05 1.174
O 2.31486 1.31189 1.98783 -0.06 0.03 0.74 -0.296
O 2.84397 3.47899 -2.22023 0.20 0.45 -0.41 -0.247
O 4.91525 0.06915 -0.77217 0.03 0.02 -0.02 0.004
N 1.00749 -0.30205 -2.73508 -0.05 0.02 0.05 -0.217
N 1.65224 -1.29338 0.83890 -0.09 0.04 0.06 0.057
N 0.12520 2.75622 -1.69454 -0.15 0.07 -0.13 -0.054
C -2.46542 -3.86612 -0.17039 -0.07 -0.05 -0.12 -0.105
C 5.46521 -0.53022 0.12554 0.00 -0.02 -0.03 -0.487
C 1.37931 1.71242 4.11331 0.00 0.01 -0.03 -0.030
C 2.59339 4.41585 -1.40969 -0.01 0.37 -0.15 -0.519
C -3.73125 -0.43697 2.25270 0.16 -0.11 -0.05 -0.080
C 6.64324 -1.42925 -0.18711 0.00 -0.01 0.00 -0.018
C 0.76965 1.23716 5.24332 -0.01 0.03 0.06 -0.125
C -0.21863 -0.01172 -3.47174 -0.04 -0.07 0.01 -0.230
C -4.37080 0.04518 -2.06397 -0.16 0.07 -0.07 -0.112
C 2.17747 0.03700 -3.52910 -0.03 0.08 0.00 -0.092
C -2.15261 -5.09385 0.39218 0.02 -0.02 0.02 -0.091
C -3.72873 1.35741 0.53858 0.04 0.10 0.17 -0.121
C -1.22992 -3.97917 2.28149 0.01 -0.01 0.01 -0.088
C -1.01762 2.13821 -2.30782 -0.09 0.01 0.03 -0.247
C 0.73819 -0.96365 4.33326 -0.02 0.01 0.03 -0.094
C -2.92751 0.15590 1.06600 0.04 0.01 0.08 -0.653
C -1.53933 -2.75380 1.71299 -0.15 0.06 -0.06 -0.108
C -1.57188 0.74311 1.51743 -0.07 0.06 0.13 -0.090
C -2.19165 -2.65720 0.47832 -0.07 0.05 0.08 -0.329
C 1.32322 -0.51463 3.14198 0.02 -0.10 -0.03 -0.170
C 0.44376 -0.12215 5.38378 -0.01 -0.04 0.00 -0.139
C -5.28275 -1.68465 -0.49990 -0.03 0.00 0.01 -0.088
C 2.09875 6.59656 0.40846 -0.01 0.00 0.01 -0.141
C 0.09864 3.98304 -1.37585 0.04 0.05 -0.03 -0.144
C 1.69079 -2.48789 0.00082 0.02 -0.04 -0.04 -0.228
C 1.06555 5.81220 -0.05755 -0.05 0.07 0.02 -0.088
C 3.39582 6.29732 -0.03229 0.04 0.05 0.04 -0.126
C 1.26968 4.72637 -0.91181 -0.07 -0.04 -0.10 -0.183
C -3.79046 -2.33200 -2.43219 -0.16 0.18 -0.16 -0.113
C 1.00773 -1.71369 -2.36143 -0.02 -0.02 0.00 -0.205
C 4.98594 -0.48052 1.54489 -0.08 0.00 0.02 -0.005
C 1.46010 -1.50247 2.08197 0.06 0.05 0.00 -0.177
C -4.07030 -1.27426 -1.33140 0.02 -0.10 -0.06 -0.679
C 1.71064 0.86606 3.00088 0.02 -0.06 0.08 -0.430
C -1.53895 -5.16202 1.63095 0.02 -0.01 0.02 -0.097
C 2.14219 -2.14210 -1.41856 -0.02 0.03 0.05 -0.161
C -0.59166 1.46001 -3.61789 0.00 0.02 -0.03 -0.156
C 3.63445 5.26837 -0.90551 0.00 0.00 -0.01 -0.039
H -1.29333 -6.11736 2.07519 0.01 -0.03 0.02 0.096
H 4.44457 -1.41114 1.74151 0.03 -0.05 0.03 0.092
H -1.82963 2.86444 -2.49334 0.03 -0.01 -0.01 0.109
H 2.17175 -0.49328 -4.49998 0.00 0.00 0.00 0.091
H -1.24640 -1.87289 2.25528 -0.03 0.26 0.10 0.079
H 2.86941 -1.33641 -1.31917 0.08 -0.03 -0.07 0.066
H -5.54186 -0.91366 0.22710 -0.03 -0.05 -0.02 0.064
H 6.24775 -2.39991 -0.49519 -0.01 -0.03 0.01 0.086
H 4.63817 5.05709 -1.25573 0.01 -0.01 0.00 0.100
H -3.71298 2.12922 1.31216 0.03 0.01 0.06 0.094
H -1.70679 1.27372 2.46320 0.04 0.03 0.03 0.096
H 1.63763 2.75998 4.01253 0.00 0.01 0.01 0.105
H 0.49877 -2.02094 4.41177 -0.03 -0.05 0.01 0.092
H -5.09543 -2.61195 0.04406 0.00 -0.03 0.02 0.076
H -1.40460 1.36680 -1.63114 0.01 0.01 -0.03 0.064
H 7.29134 -1.58553 0.67335 0.01 0.01 0.01 0.072
H -0.16304 -0.47172 -4.47900 0.01 0.01 0.01 0.118
H 1.02912 -2.33870 -3.27725 0.00 0.01 0.01 0.118
H 2.21974 1.11091 -3.70847 -0.03 0.04 0.00 0.079
H -1.20659 1.46179 0.78280 0.04 0.01 -0.08 0.076
H 0.69644 -2.95601 -0.02532 0.04 -0.01 -0.01 0.100
H -3.13185 -0.48877 3.16015 0.12 -0.05 0.02 0.076
H 4.27520 0.33042 1.70535 0.00 0.00 0.00 0.061
H -6.15309 -1.84133 -1.14534 -0.01 0.00 -0.03 0.084
H -4.11679 -1.43683 2.06195 0.01 -0.04 -0.02 0.059
H -2.72461 -2.47477 -2.62287 0.00 0.06 -0.05 0.066
H 5.82446 -0.43435 2.24055 0.00 0.03 0.01 0.084
H 0.05152 -1.90917 -1.86795 0.01 -0.02 -0.02 0.083
H -2.92821 -3.87140 -1.14347 0.18 -0.10 0.30 0.056
H -4.77557 1.11042 0.34684 0.15 0.08 0.18 0.060
H -1.41457 1.51080 -4.33824 -0.02 -0.03 0.01 0.104
H -4.22785 -3.29938 -2.18401 -0.05 0.10 -0.07 0.068
H -5.17285 -0.13401 -2.78389 -0.03 -0.04 -0.07 0.082
H -0.84102 4.56070 -1.46550 0.02 -0.02 0.00 0.122
H 2.37450 -3.23159 0.43527 0.01 0.02 -0.02 0.110
H -4.58558 0.20581 2.47548 -0.01 0.00 0.03 0.075
H -2.39189 -6.00000 -0.15085 0.00 -0.01 0.00 0.099
H -4.24109 -2.01406 -3.37325 -0.06 0.04 -0.04 0.077
H 4.22988 6.89757 0.31909 0.00 0.00 0.00 0.089
H 1.33144 -2.54171 2.43638 0.03 0.02 -0.01 0.113
H -4.69866 0.84611 -1.40061 0.04 -0.36 -0.47 0.043
H 0.04658 6.02945 0.25492 0.00 0.00 0.00 0.101
H 2.67039 -2.99610 -1.85073 -0.02 -0.01 0.01 0.107
H 7.20466 -1.01578 -1.02208 0.01 0.00 -0.02 0.081
H -3.28927 1.78704 -0.36198 0.03 0.04 0.07 0.063
H -0.73132 -3.99868 3.24175 0.02 0.00 0.04 0.098
H 0.23343 2.03369 -4.04400 0.00 0.02 -0.03 0.108
H 3.09041 -0.23314 -3.00143 0.04 0.00 0.01 0.069
H 1.91509 7.41552 1.09069 0.00 0.01 0.01 0.078
H -3.49803 0.39619 -2.61776 0.04 0.02 -0.03 0.072
H -0.01911 -0.49554 6.28757 -0.01 0.00 0.01 0.078
H -0.77159 0.01950 1.65619 -0.05 -0.11 0.02 0.046
H -1.03374 -0.51304 -2.94110 0.00 0.03 -0.03 0.072
H 0.54311 1.92539 6.05246 0.00 -0.01 -0.01 0.090
```
Positions in Å, forces in eV/Å.

The calculation puts the HOMO energy at -3.9 eV. The calculation puts the HOMO-LUMO gap at 6.005 eV. Its total charge is -1. The calculation puts the LUMO energy at 0.0781 Eh. For the energy above the lowest of the compared OMol25 structures with the same formula, charge and spin, the calculation gives 22.9 kcal per mole.



Q: Look up the energy above the lowest of the compared OMol25 structures with the same formula, charge and spin of the second one.
A: 22.9 kcal per mole



Q: Which of these has the highest energy above the lowest of the compared OMol25 structures with the same formula, charge and spin?
A: C38H54N3O3PRb